# 1
Molecular formula: C5H7NO2
Method: DFT, ωB97M-V with the def2-TZVPD basis set

CARTESIAN COORDINATES (ANGSTROEM)
O (-0.352172, -2.739645, -0.104706)
O (1.298468, -3.728400, -1.482873)
N (1.273056, -0.778292, -1.198557)
C (0.259995, -0.370137, -0.217682)
C (-0.659051, -1.405278, 0.327875)
C (1.734959, -0.314175, 0.008539)
C (-0.511988, 0.942884, -0.613678)
C (0.691475, -2.911007, -0.847568)
H (2.285328, -0.969395, 0.744693)
H (0.098537, 1.928355, -0.754113)
H (2.070689, 0.766234, 0.107938)
H (-1.190447, 0.839807, -1.503124)
H (-0.646686, -1.606985, 1.418024)
H (-1.316575, 1.252324, 0.141840)
H (-1.658255, -1.249202, 0.057570)

Forces on the atoms, in the same order (eV/Å):
1.2010 -1.4161 -1.3405
-2.2918 1.8939 2.5072
-2.0731 -3.5527 -1.4659
0.0819 2.1460 -1.2133
0.8284 -0.9203 2.0624
0.9101 1.4256 3.7501
-1.0432 1.5147 0.6279
2.5945 1.3404 -2.9081
-0.7521 0.5786 -0.6974
-0.6465 -2.1788 0.1801
0.1372 -1.2718 -0.5553
1.1121 -0.3371 0.3122
0.0823 1.0043 -0.2852
1.2848 -0.5682 -0.3395
-1.4257 0.3416 -0.6348

## Properties
* energy above the lowest of the compared OMol25 structures with the same formula, charge and spin: 102.0 kcal/mol
* net charge: 0
* max |F|: 4.367 eV/A
* highest occupied orbital energy (alpha / beta): -0.31418 / -0.31405 Eh
* molar mass: 113.12 g/mol


# 2
Molecular formula: C5H7NO2
Method: DFT, ωB97M-V with the def2-TZVPD basis set

CARTESIAN COORDINATES (ANGSTROEM)
O (-1.309728, -1.273743, -1.268829)
O (0.061832, 1.004056, -1.602348)
N (0.318916, 0.113260, -0.519965)
C (-0.828745, 1.727974, -0.868475)
C (-0.481611, -1.026438, -0.429304)
C (-1.605462, 2.501903, -0.345721)
C (1.587913, 0.347837, 0.129689)
C (-0.310524, -1.810847, 0.850195)
H (-0.396799, -1.161096, 1.719593)
H (2.008698, -0.590701, 0.474457)
H (1.456383, 1.020562, 0.981392)
H (2.290203, 0.807645, -0.563199)
H (-2.369428, 3.220488, -0.283911)
H (-1.080558, -2.578434, 0.879082)
H (0.658909, -2.302466, 0.847346)

Forces on the atoms, in the same order (eV/Å):
-0.1022 -0.0794 0.0079
-1.6791 0.4176 2.6714
1.1356 -1.8089 -0.1029
-0.6508 1.9160 -1.6016
-0.0403 0.6269 -0.3213
1.4892 -1.4632 -1.3748
-0.0763 0.2821 0.3266
0.0901 -0.1048 -0.2774
0.0929 -0.0042 0.0192
0.0233 -0.0527 0.0260
0.1143 -0.0023 0.0155
-0.1097 -0.0853 -0.1350
-0.4123 0.3043 0.5986
-0.0012 0.1081 -0.0454
0.1265 -0.0543 0.1933

## Properties
* energy above the lowest of the compared OMol25 structures with the same formula, charge and spin: 112.9 kcal/mol
* SMILES string: C#CON(C)C(C)=O
* net charge: 0
* max |F|: 3.183 eV/A
* highest occupied orbital energy: -0.34577 Eh
* molar mass: 113.12 g/mol


# 3
Molecular formula: C5H7NO2
Method: DFT, ωB97M-V with the def2-TZVPD basis set

CARTESIAN COORDINATES (ANGSTROEM)
O (0.714764, -0.295893, 0.958585)
O (-1.188233, 0.835199, 0.774235)
N (0.719485, -1.125862, -1.790341)
C (-0.039520, 0.451336, 0.051862)
C (-0.068338, -0.530033, 2.087004)
C (0.570679, 1.305646, -0.942211)
C (-1.242691, 0.128800, 1.957795)
C (-0.144516, -0.030972, -1.370594)
H (0.065391, 2.245237, -1.078772)
H (1.585651, -1.147068, -1.243256)
H (0.305269, -1.231033, 2.800775)
H (0.292311, -2.035081, -1.629734)
H (1.659529, 1.312313, -1.079650)
H (-1.052619, 0.037994, -1.964709)
H (-2.177163, 0.079418, 2.469010)

Forces on the atoms, in the same order (eV/Å):
0.9472 -0.3398 0.6746
-0.9507 1.0616 -0.4515
0.3802 0.1874 0.0965
-1.2800 -1.4047 1.3188
-1.6252 0.7318 -0.8883
0.4749 -0.3715 -0.8645
2.3919 -1.1224 -0.7717
0.8348 0.2760 0.2009
-0.1085 0.1548 -0.3813
-0.4187 0.1748 -0.2226
0.1157 -0.0567 0.2024
-0.1880 0.2914 0.0251
-0.4655 0.0456 0.3014
0.0212 0.1253 0.4139
-0.1293 0.2466 0.3463

## Properties
* energy above the lowest of the compared OMol25 structures with the same formula, charge and spin: 65.1 kcal/mol
* SMILES string: N[C@@H]1CC12OC=CO2
* net charge: 0
* max |F|: 2.753 eV/A
* highest occupied orbital energy: -0.28469 Eh
* molar mass: 113.12 g/mol


# 4
Molecular formula: C5H7NO3
Method: DFT, ωB97M-V with the def2-TZVPD basis set

CARTESIAN COORDINATES (ANGSTROEM)
O (0.398989, 1.287024, 0.731604)
O (1.997976, -0.462229, -1.293752)
O (-1.513435, 0.064498, 0.859844)
N (1.304870, -2.150909, 1.502814)
C (1.116724, -1.795210, 0.415799)
C (0.968589, -1.237437, -0.834010)
C (0.123632, 2.263069, 1.735064)
C (-0.385425, 0.344203, 0.544331)
C (-0.024054, -1.806238, -1.844907)
H (-0.271514, -1.048270, -2.418391)
H (1.080007, 2.505781, 2.174575)
H (-0.933678, -2.162812, -1.275306)
H (-0.677829, 1.852925, 2.500567)
H (0.627965, -2.548356, -2.479498)
H (2.502682, -0.117921, -0.498521)
H (-0.367064, 3.140970, 1.315962)

Forces on the atoms, in the same order (eV/Å):
2.1060 1.9794 0.3442
0.4911 0.1920 1.0369
1.4237 0.7957 0.1311
0.0125 -0.2060 -0.1525
0.5836 -0.8328 1.8650
-1.8257 1.7918 -0.3963
-2.3902 -0.0128 2.0744
-2.7892 -4.2276 -2.1869
2.9339 -3.7067 3.0152
-1.4403 3.5682 -3.1158
-0.0470 0.0708 0.2659
1.2613 -0.1442 -0.9268
1.9609 0.5456 -1.3595
-1.8206 0.7993 1.1200
-0.7785 -0.5931 -1.3793
0.3186 -0.0198 -0.3358

## Properties
* energy above the lowest of the compared OMol25 structures with the same formula, charge and spin: 125.5 kcal/mol
* net charge: 0
* max |F|: 5.607 eV/A
* highest occupied orbital energy (alpha / beta): -0.28763 / -0.29690 Eh
* molar mass: 129.12 g/mol


# 5
Molecular formula: C5H7NO3
Method: DFT, ωB97M-V with the def2-TZVPD basis set

CARTESIAN COORDINATES (ANGSTROEM)
O (-2.362414, -1.684781, 0.311256)
O (-3.230181, 0.828412, 0.302356)
O (0.278053, -2.248026, -0.176536)
N (2.402415, -0.331607, 0.668615)
C (-1.553431, -0.663210, -0.042697)
C (-0.197355, -1.163653, -0.487284)
C (0.736196, 0.046406, -1.027752)
C (1.283412, 0.404861, 0.244714)
C (-1.981140, 0.607047, -0.261803)
H (0.706182, 1.017630, 0.910967)
H (2.434151, -0.633350, 1.670370)
H (-3.311441, 1.823639, 0.186140)
H (-3.292303, -1.413132, 0.240127)
H (0.256896, 0.794444, -1.671702)
H (1.426529, -0.514701, -1.587994)
H (2.864543, -0.987054, 0.071829)

Forces on the atoms, in the same order (eV/Å):
-0.3442 0.2067 -0.4529
1.4453 2.3975 -0.2950
-0.8056 0.9468 -0.7168
-0.9281 0.9236 2.3567
0.6115 -2.4063 -0.4844
0.9067 1.5285 0.7431
-1.7606 -1.6784 -0.6515
1.6957 -0.6181 0.5226
-1.5605 0.6305 0.3661
0.2992 0.0247 0.5139
-0.0478 0.5564 -1.4732
-0.5791 -1.8631 0.0385
0.2131 0.1103 0.3820
-0.1016 -0.2517 0.6257
1.2528 -0.3959 -0.9930
-0.2969 -0.1116 -0.4820

## Properties
* energy above the lowest of the compared OMol25 structures with the same formula, charge and spin: 36.4 kcal/mol
* net charge: 0
* multiplicity: 3
* max |F|: 2.815 eV/A
* highest occupied orbital energy (alpha / beta): -0.23043 / -0.32164 Eh
* molar mass: 129.12 g/mol


# 6
Molecular formula: C5H7NO3P
Method: DFT, ωB97M-V with the def2-TZVPD basis set

CARTESIAN COORDINATES (ANGSTROEM)
P (1.734524, 0.156847, -0.010561)
O (-3.113344, 0.793545, -0.002320)
O (2.480618, -1.038674, -0.459303)
O (2.263141, 1.529450, -0.264624)
N (-1.943920, 0.433056, -0.423951)
C (1.064155, 0.055952, 1.733792)
C (-0.427495, -1.179523, -0.725365)
C (0.134488, 0.086992, -1.164583)
C (-1.682313, -0.933952, -0.237883)
C (-0.891045, 1.055154, -0.912125)
H (0.927624, 0.279298, -1.875321)
H (0.176779, -0.658400, 1.899061)
H (-1.096661, 2.117832, -1.271249)
H (0.696425, 1.077792, 1.953396)
H (0.005455, -2.045721, -1.048930)
H (-2.255395, -1.587125, 0.284104)
H (1.926960, -0.142523, 2.525862)

Forces on the atoms, in the same order (eV/Å):
0.1965 0.8340 1.1396
-0.0649 1.4660 -0.3980
0.0779 -0.6203 0.1751
-0.1568 -0.1177 0.3223
-0.9618 -1.8181 1.6480
0.3614 -0.2598 1.3299
-1.9878 2.1157 -1.0015
0.5907 0.1919 0.9832
4.1912 1.0262 -2.1244
-1.6013 2.1844 -1.0221
-0.6331 -0.3870 -1.0261
1.6223 0.8767 -0.3782
0.9261 -1.5923 0.8215
0.1388 -0.4824 -0.0849
1.1957 -2.3381 0.1925
-2.1631 -1.2568 1.2369
-1.7321 0.1776 -1.8138

## Properties
* energy above the lowest of the compared OMol25 structures with the same formula, charge and spin: 20.7 kcal/mol
* SMILES string: C[P@@](=O)([O-])[C@H]1C=C[N+]([O-])=C1
* net charge: -1
* max |F|: 4.810 eV/A
* highest occupied orbital energy (alpha / beta): -0.16088 / -0.16086 Eh
* molar mass: 160.09 g/mol


# 7
Molecular formula: C5H7NO3S
Method: DFT, ωB97M-V with the def2-TZVPD basis set

CARTESIAN COORDINATES (ANGSTROEM)
S (-2.081915, -0.300793, -0.174224)
O (-2.964622, -0.950106, 0.744160)
O (-2.514667, -0.182709, -1.526465)
O (0.673083, 2.576806, -0.741613)
N (-0.081252, 1.774383, -0.138935)
C (-0.199575, -0.668789, -0.082006)
C (-1.269875, 2.150283, 0.314580)
C (0.037453, -2.132511, -0.067140)
C (0.507688, 0.425832, -0.008878)
C (1.983765, 0.438957, 0.420228)
H (-0.624305, -2.519540, 0.662093)
H (-1.532961, 3.108593, -0.152553)
H (2.487355, -0.465832, 0.000626)
H (2.389422, 1.353105, -0.021734)
H (2.203289, 0.541051, 1.495157)
H (-0.202977, -2.802298, -0.900477)
H (1.190101, -2.346431, 0.177173)

Forces on the atoms, in the same order (eV/Å):
1.0480 3.1996 -0.0412
0.9447 -0.1569 0.4789
0.1637 -0.1253 -0.5953
1.0858 0.4603 -0.3640
-1.7695 0.3190 0.4224
-2.7513 -0.7988 -0.9855
0.8471 -3.5068 -0.9779
3.2586 -0.5798 0.5192
1.2063 0.6446 2.0170
0.0832 -0.0385 -1.3811
-0.1980 -0.6264 1.4511
-0.4727 -0.3660 0.3181
-0.2505 0.8587 0.4513
0.2309 -0.3518 -0.1810
-0.7793 -0.3607 -0.2418
0.0289 1.0664 -0.6816
-2.6759 0.3625 -0.2085

## Properties
* energy above the lowest of the compared OMol25 structures with the same formula, charge and spin: 151.6 kcal/mol
* net charge: 0
* max |F|: 3.738 eV/A
* highest occupied orbital energy (alpha / beta): -0.33170 / -0.33163 Eh
* molar mass: 161.18 g/mol


# 8
Molecular formula: C5H7NO3S
Method: DFT, ωB97M-V with the def2-TZVPD basis set

CARTESIAN COORDINATES (ANGSTROEM)
S (1.832347, -0.648062, -0.130458)
O (2.421324, -1.354400, 0.992513)
O (2.384407, -0.903747, -1.419032)
O (0.430222, 2.792062, 0.721172)
N (1.761957, 1.113418, 0.030699)
C (0.595793, 1.652210, 0.306913)
C (-1.887907, 1.085990, -0.011553)
C (-0.010228, -0.669356, -0.159248)
C (-0.500925, 0.631006, 0.026125)
C (-0.629730, -2.028720, -0.178298)
H (0.345490, -2.689948, -0.316640)
H (-1.230152, -2.084064, 0.769784)
H (-2.402522, 1.008288, -0.952711)
H (-2.418300, 0.509965, 0.824786)
H (-1.256983, -2.202367, -1.077768)
H (-1.878074, 2.050774, 0.199038)
H (2.443289, 1.736952, 0.374682)

Forces on the atoms, in the same order (eV/Å):
-0.8559 1.2796 0.6902
-0.8916 1.1877 -0.7968
-0.0833 -0.1614 -0.2447
-0.0739 -0.9384 -0.4480
1.7912 -1.7971 -0.0615
-2.9533 0.2181 0.1048
-0.9518 -4.4927 1.0862
0.0811 3.4231 0.7676
2.1137 -3.0123 -0.9141
1.6250 -0.2799 -0.6755
-2.5879 0.4261 0.8616
0.7421 -0.7658 -0.9067
-0.1091 -0.6509 -0.4364
0.1487 0.8794 -1.2867
0.2376 0.1611 0.6539
-0.1751 4.4745 1.3318
1.9425 0.0492 0.2743

## Properties
* energy above the lowest of the compared OMol25 structures with the same formula, charge and spin: 23.9 kcal/mol
* SMILES string: CC1=C(C)S(=O)(=O)NC1=O
* net charge: 0
* max |F|: 4.719 eV/A
* highest occupied orbital energy: -0.37673 Eh
* molar mass: 161.18 g/mol


no.,energy (eV)
1,-10879.192
2,-10878.721
3,-10880.794
4,-12926.740
5,-12925.296
6,-22220.132
7,-23758.898
8,-23764.434